#A
DFT (the ωB97M-V functional and the def2-TZVPD basis) results for 2 unconnected molecules or ions with the total composition C2H4ClN.

Last column: Löwdin charge in e.
Atoms and positions in Å:
H: 0.069 -2.750 0.606  0.057
C: -1.050 -0.909 0.042  -0.291
N: -1.353 0.267 -0.043  0.126
H: -2.314 0.532 0.212  0.080
H: -0.156 3.426 -0.701  -0.306
H: -0.594 -2.440 -1.104  0.058
Cl: 0.926 3.349 -0.118  0.294
C: -0.510 -2.103 -0.063  -0.018

## Properties
Highest occupied orbital energy ... -9.1382 eV
Structure (SMILES) ... C=C=N.Cl
Total charge ... 0
Frontier orbital gap ... 10.017 eV

#B
DFT (the ωB97M-V functional and the def2-TZVPD basis) results for 2 unconnected molecules or ions with the total composition C2H4ClN.

Last column: Löwdin charge in e.
Atoms and positions in Å:
C: -0.693 1.031 0.101  -0.365
H: -0.913 1.514 -0.970  0.100
H: -1.365 0.195 0.406  0.056
N: 0.589 0.612 0.466  -0.060
H: -1.056 1.879 0.687  0.064
H: 0.257 -1.746 -0.884  -0.028
Cl: 2.267 -2.094 0.381  0.697
C: 0.914 -1.392 -0.187  -0.464

## Properties
Highest occupied orbital energy (spin up / spin down) ... -7.8110 / -7.0938 eV
Total charge ... 0
Frontier orbital gap (spin up / spin down) ... 6.762 / 5.020 eV

#C
DFT (the ωB97M-V functional and the def2-TZVPD basis) results for 2 unconnected molecules or ions with the total composition C2H4ClN.

Last column: Löwdin charge in e.
Atoms and positions in Å:
H: 0.585 -1.485 0.379  0.060
H: -0.863 1.352 0.932  0.015
C: -1.281 0.867 0.068  -0.536
Cl: -2.193 -0.543 -0.209  0.541
H: -1.333 1.422 -0.878  -0.001
N: 1.277 0.361 -0.417  0.076
C: 1.406 -0.762 0.100  -0.213
H: 2.401 -1.213 0.025  0.058

## Properties
Highest occupied orbital energy (spin up / spin down) ... -9.6009 / -8.3468 eV
Total charge ... 0
Frontier orbital gap (spin up / spin down) ... 9.873 / 8.229 eV

Q: Which of them is the least stable? A: #B.

#A
DFT (the ωB97M-V functional and the def2-TZVPD basis) results for a molecular structure, C2H7N3O2.

Last column: Löwdin charge in e.
Atoms and positions in Å:
H: 2.811 1.410 -0.838  0.111
C: 0.968 1.257 0.046  -0.268
O: -1.932 -0.036 -0.198  -0.040
N: 2.268 1.555 -0.007  0.131
C: -1.929 -1.327 -0.111  -0.753
H: -0.874 0.413 -0.575  0.013
H: -0.723 -1.297 1.525  0.068
N: 0.234 0.838 -0.899  0.140
N: -0.889 -1.854 0.705  0.114
H: 0.481 1.400 0.995  0.144
H: 0.655 0.647 -1.803  0.122
H: 2.738 1.878 0.820  0.107
H: -1.070 -2.805 0.939  0.070
O: -2.738 -2.079 -0.599  0.040

## Properties
Highest occupied orbital energy ... -8.7580 eV
Total charge ... 0
Frontier orbital gap ... 8.928 eV

#B
DFT (the ωB97M-V functional and the def2-TZVPD basis) results for 2 unconnected molecules or ions with the total composition C2H7N3O2.

Last column: Löwdin charge in e.
Atoms and positions in Å:
N: -0.173 -0.574 0.223  0.149
H: -0.259 -1.285 0.867  0.129
H: -0.130 -2.261 -2.525  0.057
H: 1.520 0.397 0.965  0.131
O: 0.834 1.229 -0.662  -0.023
O: -2.262 -0.248 -0.762  0.062
H: -0.982 1.895 -1.427  0.157
N: 2.001 -0.833 -0.677  0.107
C: 1.128 0.042 0.064  -0.384
H: -0.632 -1.885 -2.116  0.039
C: -1.138 0.052 -0.473  -0.638
H: 2.946 -1.048 -0.357  0.090
N: -0.542 1.184 -0.886  0.098
H: 1.442 -1.611 -0.935  0.025

## Properties
Highest occupied orbital energy ... -8.8792 eV
Structure (SMILES) ... N[C@@H]1NC(=O)NO1.[H][H]
Total charge ... 0
Frontier orbital gap ... 9.648 eV

Q: Which of them is the least stable? A: #B.

#A
DFT (the ωB97M-V functional and the def2-TZVPD basis) results for 2 unconnected molecules or ions with the total composition C2H9N2O.

Last column: Löwdin charge in e.
Atoms and positions in Å:
H: 2.354 -0.867 -1.607  0.146
H: -2.525 -0.976 1.167  0.056
C: 1.336 -1.037 -1.438  0.091
H: 1.110 -2.086 -1.628  0.160
O: -2.500 -0.035 1.412  -0.100
C: 0.572 0.728 -0.191  -0.040
H: -0.094 2.291 0.684  0.142
H: 0.742 -0.367 -2.100  0.146
N: 1.043 -0.506 -0.146  0.213
H: 0.874 1.350 -1.101  0.231
H: -0.563 0.850 1.520  0.179
H: 1.115 -0.874 0.796  0.221
H: -3.424 0.181 1.878  0.163
N: -0.040 1.348 0.755  0.394

## Properties
Highest occupied orbital energy (spin up / spin down) ... -19.6389 / -19.4974 eV
Spin multiplicity ... 2
Total charge ... +2
Frontier orbital gap (spin up / spin down) ... 9.238 / 4.377 eV

#B
DFT (the ωB97M-V functional and the def2-TZVPD basis) results for 2 unconnected molecules or ions with the total composition C2H9N2O.

Last column: Löwdin charge in e.
Atoms and positions in Å:
H: -0.617 -0.739 0.828  0.143
N: 1.451 0.487 -0.424  0.252
H: 1.858 1.049 -1.178  0.215
H: -2.049 1.801 0.701  0.159
H: 2.026 0.465 0.326  0.151
H: 0.970 -2.411 -1.670  0.063
O: 0.570 -2.094 -0.883  -0.007
H: 1.563 -0.419 -0.958  0.190
C: -0.759 0.283 0.572  0.005
H: 0.244 2.137 0.353  0.192
N: -1.900 0.849 0.985  0.302
C: 0.279 1.064 0.070  0.069
H: -2.663 0.257 1.353  0.195
H: 0.132 -2.820 -0.469  0.072

## Properties
Highest occupied orbital energy (spin up / spin down) ... -20.3904 / -20.4024 eV
Spin multiplicity ... 2
Total charge ... +2
Frontier orbital gap (spin up / spin down) ... 11.342 / 7.897 eV

Q: Which of them is the least stable? A: #A.

#A
DFT (the ωB97M-V functional and the def2-TZVPD basis) results for C18H25NO3 in the gas phase.

Last column: Löwdin charge in e.
Atoms and positions in Å:
H: 4.148 1.292 -2.499  0.063
O: -3.437 5.139 2.197  0.102
H: 3.230 -0.578 -3.434  0.105
C: -1.286 -2.103 -1.354  -0.202
C: -2.524 -1.283 0.532  -0.264
H: 1.006 -2.657 -2.764  0.118
C: 5.394 -0.262 -1.643  -0.271
H: 0.453 -2.835 -0.342  0.125
H: -5.406 3.322 3.103  0.134
H: -4.359 -0.941 3.357  0.116
H: -4.577 1.289 4.005  0.153
C: -3.756 -0.655 2.508  -0.018
C: 0.171 -1.949 -0.914  -0.181
H: 4.841 -0.270 -0.703  0.096
C: -2.669 2.279 3.999  -0.423
H: -1.392 -3.000 -1.972  0.132
H: 5.561 -1.443 -3.425  0.108
H: -1.606 -1.239 -1.951  0.124
C: -3.313 -1.622 1.634  0.009
H: -2.371 2.049 1.044  0.122
C: 1.102 -1.786 -2.111  -0.217
H: -3.565 -2.661 1.780  0.119
H: 6.452 -0.383 -1.398  0.103
C: -3.433 0.682 2.310  -0.199
O: -1.962 1.710 4.782  0.120
H: 2.646 -0.757 -1.035  0.110
C: 5.202 1.082 -2.337  -0.112
H: 0.265 -1.087 -0.251  0.111
C: -3.450 4.054 2.709  -0.462
C: 2.559 -1.632 -1.681  -0.220
C: 3.489 -1.483 -2.883  -0.224
C: -2.646 1.018 1.218  -0.019
H: 5.707 1.088 -3.300  0.074
C: -4.505 2.973 2.596  -0.031
C: 4.971 -1.453 -2.506  -0.228
H: 5.214 -2.374 -1.969  0.107
C: -3.901 1.744 3.279  -0.166
H: 5.616 1.882 -1.728  0.068
H: 2.858 -2.507 -1.100  0.121
H: 3.327 -2.329 -3.556  0.112
H: -1.588 0.364 -0.502  0.107
C: -2.194 0.055 0.334  -0.006
H: -1.675 4.123 3.832  0.174
O: -2.166 -2.318 -0.270  -0.040
H: 0.801 -0.908 -2.689  0.119
N: -2.472 3.569 3.551  0.199
H: -4.761 2.799 1.551  0.133

## Properties
Highest occupied orbital energy ... -8.5462 eV
Structure (SMILES) ... CCCCCCCCOc1ccc([C@@H]2CC(=O)NC2=O)cc1
Total charge ... 0
Frontier orbital gap ... 9.255 eV

#B
DFT (the ωB97M-V functional and the def2-TZVPD basis) results for C18H25NO3 in the gas phase.

Last column: Löwdin charge in e.
Atoms and positions in Å:
H: -2.889 2.075 -1.311  0.087
C: 4.527 -2.145 -0.319  -0.212
H: -6.120 -1.763 0.598  0.100
H: 5.072 -1.921 0.601  0.111
C: 3.316 0.121 -0.407  -0.151
H: -4.358 1.533 -2.145  0.077
C: 1.408 -1.229 0.656  -0.153
H: -0.900 0.608 1.059  0.121
N: -1.327 0.368 0.170  0.152
C: 4.283 -0.848 -1.087  -0.196
H: -2.789 0.793 -2.508  0.073
C: 1.858 -0.343 -0.510  -0.252
C: -4.142 -1.641 1.411  -0.092
C: 0.906 0.880 -0.671  -0.088
H: 2.568 3.426 1.956  0.099
H: -2.102 -1.315 1.972  0.112
C: -4.885 -0.409 -0.502  -0.045
H: -4.334 -2.337 2.213  0.100
H: 3.143 -1.751 1.835  0.108
H: 5.246 -0.348 -1.221  0.109
C: 2.016 3.875 1.128  -0.035
H: 3.898 -1.084 -2.082  0.116
H: 5.171 -2.784 -0.930  0.107
O: 0.624 1.685 1.596  0.099
C: 3.260 -2.919 0.042  -0.199
H: 1.072 4.271 1.509  0.099
H: 2.601 4.662 0.660  0.095
C: -2.629 -0.177 0.243  -0.180
H: 2.641 -3.065 -0.844  0.116
H: 1.200 1.403 -1.587  0.163
C: 2.450 -2.239 1.147  -0.189
C: -3.638 0.188 -0.651  -0.201
C: 1.062 1.836 0.476  -0.459
H: 3.564 -3.908 0.393  0.106
H: 3.595 0.262 0.638  0.128
O: -0.820 -0.083 -2.000  0.084
H: 0.514 -1.772 0.339  0.122
H: 3.414 1.090 -0.904  0.114
O: 1.771 2.906 0.117  -0.025
C: -0.517 0.344 -0.907  -0.443
H: 1.132 -0.602 1.507  0.109
C: -5.141 -1.318 0.508  -0.090
H: 1.918 -2.999 1.723  0.109
C: -2.892 -1.070 1.277  -0.021
H: 1.746 -0.909 -1.441  0.145
H: -5.674 -0.142 -1.191  0.109
C: -3.412 1.210 -1.718  -0.039

## Properties
Highest occupied orbital energy ... -8.6709 eV
Structure (SMILES) ... COC(=O)[C@H](C(=O)Nc1ccccc1C)C1CCCCCC1
Total charge ... 0
Frontier orbital gap ... 9.406 eV

Q: Which of them is the least stable? A: #A.